ORCA calculation (the ωB97M-V functional and the def2-TZVPD basis) on 40 unconnected molecules or ions with the total composition H80O40.

Summary:
Gap between HOMO and LUMO (alpha / beta) in eV: 8.4 / 2.2
Total charge: +1
2S+1: 2
Strongest force on any atom in eV/A: 8.2

Each line ends with the Löwdin charge.
Atoms and positions in Å:
O 1.1249 3.2297 2.4848  -0.0305
O 2.9994 0.9378 -5.5083  -0.0940
O -1.7874 -4.8485 0.9015  -0.1073
O 2.4720 -4.4910 -1.7822  -0.0397
O 3.4640 5.6839 -0.2187  -0.1184
O -5.2884 -2.8704 0.9874  0.0031
O -2.3702 1.0261 -4.9609  -0.0634
O 1.4426 -4.5144 3.4678  0.0446
O 0.7683 1.9003 -0.2872  -0.0919
O -3.3256 -1.5303 -0.4164  -0.0691
O -1.6967 3.7525 3.8971  -0.0049
O 3.8067 -2.4020 -0.2131  -0.0214
O -5.7352 0.0097 -1.1752  -0.0207
O 3.8713 -0.8702 1.7042  -0.0674
O 4.5227 -0.3453 4.3993  -0.0238
O -2.0831 6.2114 1.1266  -0.0028
O -1.0292 3.0958 -2.0412  -0.0023
O 1.2695 -3.3739 -5.7317  -0.1576
O -4.5101 0.6540 1.3849  0.0057
O -4.0243 4.5709 0.5885  -0.0431
O 0.4902 -1.8078 -3.6475  -0.1290
O 3.0484 0.3747 -3.0983  -0.0995
O 1.3422 -2.0252 -0.7057  -0.0068
O 0.4017 0.7805 -2.4007  -0.1183
O -3.5093 -1.1313 4.2901  -0.1255
O -3.5234 3.1542 -2.3080  -0.0812
O 5.3499 1.9708 2.6357  0.0270
O 1.8507 -5.1417 0.7294  -0.0110
O 0.5329 0.0223 6.9293  -0.0466
O 1.7080 3.0582 -4.8683  0.0492
O -4.4914 1.6103 4.0209  -0.0611
O -0.7769 -5.6219 -1.8198  -0.0074
O -5.1149 -0.6204 -3.6540  -0.0434
O -1.0756 3.9302 1.3387  -0.0985
O 0.0157 0.3506 2.7113  0.0766
O 3.3259 -2.7147 3.5908  -0.0511
O 0.9519 -1.9588 5.1110  -0.1149
O 0.9845 -2.0567 2.5227  0.1282
O 3.1344 3.0492 -2.2561  -0.0374
O 0.1774 0.0581 -5.8771  -0.0931
H -3.3198 5.1502 0.7125  -0.0774
H -0.7806 0.3259 3.4313  0.1948
H 1.9538 -2.0181 4.8733  0.0903
H -0.7558 0.1068 -5.6099  0.0161
H -4.2470 0.3510 0.6103  -0.1037
H 1.2985 -4.3296 -5.2362  0.1175
H -3.3202 -2.3915 -0.6789  -0.0199
H -1.0742 3.9573 -2.2320  0.0158
H -5.9220 -0.2829 -3.3764  -0.0055
H 5.7684 1.4098 3.2264  -0.0044
H -2.5938 2.8507 -2.3501  -0.0271
H -2.5458 1.7757 -5.5513  0.0670
H 0.2939 -1.0929 -4.4197  0.0616
H -1.5716 5.3922 1.3858  0.0053
H 4.1263 -3.2078 -0.1781  -0.0230
H -3.0687 -1.6783 0.6243  0.1476
H 2.8376 1.9242 -5.5565  0.0499
H 2.8595 -2.7144 -0.0186  0.0583
H 3.2662 -0.0403 -2.2384  0.0502
H -1.0851 -4.1600 0.8086  0.0085
H 1.9814 3.0862 2.1096  0.0475
H 1.1840 -2.1397 0.2145  0.0139
H -0.2144 0.8004 1.8421  0.0983
H -1.5366 -5.0666 -0.0757  0.0427
H -5.3044 -2.0894 0.4791  -0.0173
H 3.7120 -0.1240 1.1296  0.0478
H -0.8702 4.0476 3.7120  -0.0480
H 3.4546 -2.1834 2.8219  -0.0101
H 0.5748 -0.7748 6.3358  -0.0141
H 2.5650 5.4340 -0.0527  -0.0164
H 4.4095 -1.4685 1.1463  0.0508
H -3.2980 0.7211 -4.7786  0.0589
H 2.1683 0.5878 -5.9152  0.0323
H 1.5823 -4.8361 -1.6661  0.0158
H 1.3667 0.7688 -2.2214  0.0110
H -4.3804 4.4158 -0.2911  0.0249
H 1.8847 -5.5951 1.5912  0.0546
H 4.4980 2.1881 2.4352  -0.0258
H -3.8924 2.0824 4.6262  0.0516
H -4.2996 -0.4551 4.2845  0.0781
H 5.3826 -0.3426 3.9658  0.0415
H 3.1289 -0.0833 -3.9829  0.0797
H -0.9499 -6.6016 -1.8895  0.1107
H 3.7288 4.8544 -0.8911  0.1067
H 0.2029 0.2853 -6.8748  0.1393
H 3.9878 -3.4116 3.8308  0.1429
H 2.3080 -5.6274 0.1453  -0.0335
H -5.1536 -0.7429 -1.2869  0.0056
H 0.4017 0.8962 -3.4291  0.1000
H 3.9809 2.8999 -2.6447  0.0510
H 0.7490 -2.5032 5.9672  0.1532
H -1.4642 6.7267 0.8407  -0.0475
H 0.1815 -1.2758 -2.8897  0.0021
H 1.3607 -1.3734 3.0298  0.0161
H 0.1525 -2.5482 3.0623  0.2321
H 1.4163 1.1254 -0.4607  0.0695
H -0.3417 3.5489 1.9031  0.0032
H 4.1722 -1.1886 4.3835  -0.0613
H 1.1526 2.3233 -4.8544  -0.0052
H -5.1968 -1.2715 -4.3964  0.0814
H 0.6389 -4.8189 3.3571  -0.0209
H 3.0072 2.3758 -1.5439  0.0428
H -4.0873 1.9759 3.2134  0.0204
H -2.3174 4.3361 3.4403  0.0615
H 1.2897 3.1558 3.4678  0.1173
H -4.3783 1.6357 1.3193  0.0710
H 0.9510 0.5051 6.2632  -0.0195
H -3.0400 -1.1523 5.1297  0.0135
H 2.3919 -3.5652 -1.9847  0.0123
H -0.2834 2.6351 -2.5230  0.0728
H -5.0006 0.5838 -1.2059  -0.0097
H 0.5044 -2.7705 -5.5102  0.0106
H 1.9468 -1.3511 -0.9638  0.0180
H -5.2315 -2.6516 1.8754  0.0041
H -0.0523 1.7011 -0.7808  0.0263
H -3.9395 2.4576 -1.7396  0.0368
H 1.9998 3.2199 -4.0559  -0.0495
H 1.7214 -3.7592 2.9852  -0.0307
H -1.0835 3.2748 0.5736  0.0785
H -0.6558 -5.3122 -2.6508  -0.0130

***

ORCA calculation (the ωB97M-V functional and the def2-TZVPD basis) on a gas-phase ion, C5H15N3 (charge -1).

Summary:
Gap between HOMO and LUMO (alpha / beta) in eV: 2.5 / 9.1
Total charge: -1
2S+1: 2
Strongest force on any atom in eV/A: 3.4

Each line ends with the Löwdin charge.
Atoms and positions in Å:
N -1.1207 0.7319 -0.5432  -0.0837
N -3.4826 0.3238 -0.5460  -0.0383
N 2.1334 -0.3144 -0.2513  -0.1313
C 1.1516 -1.0236 1.8959  -0.1517
C 0.8276 -0.6377 0.4034  -0.4031
C -2.4432 1.1515 0.0632  -0.3690
C 0.0342 0.6776 0.3751  -0.2344
C 2.0310 -0.3606 -1.7191  -0.3806
H -2.5494 2.2422 -0.0975  0.0876
H -3.0883 -0.1921 -1.3147  0.0298
H 0.4566 -0.5090 2.5576  0.0401
H 1.0244 -2.1052 2.0391  0.0431
H 0.7265 1.4682 0.0621  0.1039
H 1.0765 -0.0797 -2.1333  0.0246
H -0.9472 1.1630 -1.4399  0.0489
H -3.7631 -0.3617 0.1488  0.0297
H 2.3060 -1.3433 -2.1132  0.0120
H -2.2363 1.0505 1.1169  0.0753
H 2.1987 -0.8252 2.1116  0.0480
H 0.3589 -1.5030 -0.0520  0.0977
H -0.3685 0.8251 1.3788  0.0798
H 2.7306 0.3964 -2.0728  0.0224
H 2.9434 -0.7746 0.1304  0.0491

***

ORCA calculation (the ωB97M-V functional and the def2-TZVPD basis) on a molecular structure, C4H8N2S.

Summary:
Gap between HOMO and LUMO in eV: 9.4
Total charge: 0
Strongest force on any atom in eV/A: 4.7

Each line ends with the Löwdin charge.
Atoms and positions in Å:
S 1.9113 -2.8806 0.6204  0.6850
N 0.5003 0.8105 0.7036  0.0466
N 1.0136 -1.4988 0.3428  -0.5114
C -0.4747 0.3286 -1.5454  0.0300
C -0.6048 0.9266 -0.3105  -0.4044
C 1.0797 -0.2543 0.9362  -0.3689
C -1.8024 1.4835 0.3905  -0.1153
H -1.2584 0.4648 -2.2051  0.0277
H 0.3279 -1.6039 -0.5498  0.1227
H -1.8267 1.2203 1.7222  0.1674
H -2.6955 1.0008 -0.2571  0.1018
H 3.1005 -2.4439 -0.1462  -0.0766
H -1.6926 2.7083 0.4077  0.1124
H 0.4388 -0.2052 -1.7285  0.0453
H 1.9831 -0.0566 1.6194  0.1377

***

ORCA calculation (the ωB97M-V functional and the def2-TZVPD basis) on 11 unconnected molecules or ions with the total composition H22O11.

Summary:
Gap between HOMO and LUMO in eV: 10.8
Total charge: 0
Strongest force on any atom in eV/A: 0.6
SMILES string: O.O.O.O.O.O.O.O.O.O.O

Each line ends with the Löwdin charge.
Atoms and positions in Å:
O 3.2828 5.2161 0.4060  -0.0630
O -2.0189 -3.3069 -2.4986  -0.0590
O 4.4669 -0.5503 -1.3529  -0.0551
O 0.3802 -2.8942 0.6741  -0.0676
O -4.6591 2.1397 -1.1649  -0.0597
O 4.4920 -2.8438 2.0137  -0.0561
O -4.0082 -1.2798 1.5327  -0.0608
O -0.7557 -0.1184 -2.4779  -0.0627
O 0.4445 2.1937 -1.9172  -0.0602
O 0.6790 -0.0524 0.6702  -0.0514
O -2.5735 1.4426 3.4810  -0.0646
H 0.8252 -3.7000 0.3882  0.0333
H -0.9396 0.5704 -3.1264  0.0280
H -3.8443 -2.0788 2.0462  0.0329
H 3.9702 -2.4074 2.6966  0.0371
H 4.9750 -1.3165 -1.6423  0.0375
H -2.1521 2.2197 3.8648  0.0309
H -1.1767 -2.8399 -2.4604  0.0093
H -0.2728 2.7866 -1.6663  0.0403
H -4.8910 -1.0039 1.8036  0.0316
H 4.1399 4.9901 0.0276  0.0343
H 0.6467 2.4417 -2.8264  0.0406
H -3.7585 1.7971 -1.1429  0.0266
H 1.0870 0.7275 1.0630  0.0408
H 3.6801 -0.9305 -0.9463  0.0219
H 2.9298 4.3717 0.7082  0.0280
H -0.2616 0.1576 0.6548  0.0480
H -4.9932 1.9786 -0.2753  0.0319
H -0.3691 -0.8324 -2.9973  0.0299
H 4.4912 -2.2169 1.2816  0.0145
H 1.0641 -2.2171 0.6208  -0.0070
H -2.5030 0.7728 4.1705  0.0331
H -2.3775 -3.2170 -1.6085  0.0366

***

ORCA calculation (the ωB97M-V functional and the def2-TZVPD basis) on a gas-phase ion, C6H11NO3P (charge -1).

Summary:
Gap between HOMO and LUMO (alpha / beta) in eV: 3.9 / 6.0
Total charge: -1
2S+1: 3
Strongest force on any atom in eV/A: 10.7

Each line ends with the Löwdin charge.
Atoms and positions in Å:
P -0.0456 1.8077 -0.2257  0.3814
O -0.1389 2.1667 1.2390  -0.3272
O -0.0008 2.9060 -1.2217  -0.3254
O 1.0637 0.5922 -0.4424  -0.2847
N -3.6955 2.0320 0.2281  0.1172
C 2.3500 0.9785 -0.0969  -0.3410
C -2.6250 -1.5010 0.4956  -0.1082
C 2.5530 0.3305 1.3078  -0.0978
C -2.7094 1.5042 -0.0869  -0.3686
C -1.6607 0.5992 -0.4075  -0.3217
C -1.5453 -0.3992 0.7108  -0.2845
H 2.1962 -0.7125 1.4371  0.0715
H -3.5002 -1.1585 0.1504  0.0047
H -2.2218 -2.2121 -0.2874  0.0827
H 1.8242 0.8473 2.0009  0.0724
H 3.5552 0.5261 1.6602  0.0466
H -1.7170 0.0543 1.6871  0.1054
H 3.1696 0.7331 -0.8026  0.1004
H 2.3964 2.1645 -0.0672  0.1365
H -2.0289 0.1896 -1.4682  0.1578
H -0.5270 -0.8554 0.7415  0.1002
H -2.7678 -2.0997 1.4470  0.0823

***

ORCA calculation (the ωB97M-V functional and the def2-TZVPD basis) on a single C4H12NO2P molecule.

Summary:
Gap between HOMO and LUMO in eV: 9.9
Total charge: 0
Strongest force on any atom in eV/A: 4.1
SMILES string: CCP(=O)(CC)NO

Each line ends with the Löwdin charge.
Atoms and positions in Å:
P 0.1578 0.0149 -0.2589  0.6012
O 0.2945 -0.4915 -1.6845  -0.3352
O 0.0484 -2.4505 0.2859  -0.1136
N 0.4791 -1.2270 0.8659  -0.1663
C -1.5229 0.6253 0.2193  -0.3002
C 1.3256 1.3650 0.2235  -0.2850
C 2.6070 0.6701 -0.3060  -0.1927
C -2.6207 -0.3972 -0.2281  -0.1285
H -1.4653 1.6942 -0.2273  0.1122
H 1.3829 1.4314 1.3488  0.1134
H -1.3862 0.8051 1.2370  0.0421
H 0.0082 -1.1893 1.7331  0.0789
H 0.9423 2.1123 -0.4196  0.0614
H 3.3871 1.2595 0.1443  0.0444
H 2.6972 -0.4617 0.1034  0.1101
H -3.5031 -0.0453 0.1085  0.0015
H 2.6956 0.5912 -1.4550  0.0966
H -0.3678 -2.3263 -0.5597  0.0452
H -2.6069 -1.4319 0.2720  0.0943
H -2.5530 -0.5483 -1.4029  0.1202

***

ORCA calculation (the ωB97M-V functional and the def2-TZVPD basis) on a molecular structure, C12H33N3O3Rb.

Summary:
Gap between HOMO and LUMO in eV: 9.3
Total charge: +1
Strongest force on any atom in eV/A: 3.3

Each line ends with the Löwdin charge.
Atoms and positions in Å:
Rb 0.0281 0.6671 1.0834  0.9098
O 0.9843 2.3575 -4.0033  -0.1777
O 4.2260 -2.3320 -1.7545  -0.1718
O -4.8479 -0.7113 3.2849  -0.1895
N -2.8980 0.4906 1.6444  -0.0374
N -0.3734 2.1458 -1.3431  -0.0628
N 2.8123 -0.4155 1.1704  -0.0574
C 3.7827 -1.0892 0.3429  -0.3913
C 4.4241 -2.2801 1.1642  -0.0426
C -4.2590 0.5508 3.6866  -0.1506
C 3.1741 -1.7760 -0.9451  -0.1900
C -0.3732 1.9592 -3.8195  -0.1558
C -2.3317 2.1730 3.3233  -0.0564
C 1.9875 1.3881 -3.7824  -0.0993
C -4.2028 -1.7692 3.8962  -0.1251
C -2.8373 0.7510 3.0487  -0.4605
C -2.1282 0.8790 -2.2380  -0.0544
C -0.6976 1.3050 -2.4578  -0.4740
C 3.6249 -2.9659 -2.9021  -0.0930
H -0.8615 2.9889 -1.6096  0.0853
H -2.3241 2.8106 2.4392  0.0818
H -0.8306 2.9441 -3.7255  0.1305
H -3.3886 1.2268 1.1570  0.0854
H 2.8369 2.0284 -4.0205  0.1003
H -3.2858 -1.7886 3.3072  0.0714
H 3.6462 -3.0054 1.4028  0.0798
H 0.4974 2.5889 -1.5990  0.0738
H -2.9123 2.6408 4.1184  0.0859
H 5.3291 -2.6851 0.7113  0.0836
H -4.8958 -2.6046 3.7970  0.1071
H 3.4011 -0.0782 1.9185  0.0802
H -0.8611 1.4760 -4.6660  0.1334
H 3.2147 -2.2738 -3.6375  0.0852
H -2.1227 0.0260 3.4382  0.1162
H 2.2373 -1.1199 1.6100  0.0401
H -0.0539 0.4431 -2.2817  0.1221
H 2.4398 -2.5360 -0.6779  0.1224
H -3.4206 -0.3254 1.3596  0.0843
H 4.7413 -1.9532 2.1545  0.0691
H 4.5106 -0.3240 0.0730  0.1447
H 2.2227 0.9237 -2.8248  0.0679
H -4.8829 1.4036 3.4192  0.1291
H -2.3061 0.4184 -1.2662  0.0552
H 4.2825 -3.6228 -3.4715  0.0888
H -4.3473 0.5875 4.7724  0.1266
H -2.4794 0.2454 -3.0524  0.0906
H 2.9324 -3.7475 -2.5895  0.0858
H -1.3422 2.2744 3.7689  0.0710
H 2.7384 -0.9681 -1.5328  0.0964
H -3.8035 -1.6781 4.9063  0.0966
H -2.8831 1.6634 -2.1835  0.0895
H 1.8763 0.6927 -4.6143  0.0996